65
Properties=species:S:1:pos:R:3:forces:R:3:mulliken_charge:R:1 method="wB97M-V/def2-TZVPD" e_homo_ev="-7.5 / -7.6" spin_multiplicity=6 lumo_energy_ha="-0.00404 / -0.00366" homo_lumo_gap_ev="7.4 / 7.5" total_charge=0
C 0.671259 -2.728118 1.208699 -0.01 -0.77 -0.20 -0.4199
C -0.621893 -2.400691 1.679495 -0.18 -0.26 -0.37 -0.7948
C -1.455914 -2.165554 0.567971 -0.06 -0.41 -0.45 -0.0588
H -0.950479 -2.449281 2.721591 0.24 0.35 -0.44 0.4210
C -0.680264 -2.375750 -0.615623 0.12 -0.67 0.08 -0.5918
C 0.637312 -2.767503 -0.219271 -0.59 -0.46 -0.04 -0.7690
H -1.026814 -2.301837 -1.651404 0.05 -0.05 0.47 0.5127
C 2.033085 0.485283 2.205273 -0.07 0.83 0.45 -0.6186
C 0.944220 -0.017084 2.955665 0.21 0.45 0.06 -0.8403
C -0.177850 0.829998 2.755128 0.19 0.02 -0.45 -0.2113
H 0.996261 -0.866010 3.636771 -0.08 0.27 -0.31 0.4952
C 0.181001 1.848163 1.828810 0.70 -0.43 0.41 0.0128
C 1.568089 1.652448 1.516982 -0.26 0.06 0.12 -1.1818
H -2.545253 -2.024188 0.590628 0.68 0.32 0.00 0.4173
H 1.442206 -3.046815 -0.914766 -0.41 0.25 0.60 0.5774
H 1.517937 -2.985551 1.843982 -0.29 0.19 -0.38 0.4628
H 2.126848 2.255770 0.803018 0.09 -0.10 0.28 0.3794
H -1.128671 0.762583 3.282040 0.21 -0.19 -0.33 0.4621
H 3.052179 0.090970 2.244208 -0.62 0.22 -0.24 0.7764
Dy 0.565574 -0.332029 0.260266 0.27 -0.79 1.87 0.6540
C -0.677155 3.008211 1.345350 0.34 -0.86 -0.14 2.6809
C 0.072742 4.301822 1.669353 -0.05 0.35 -0.07 -1.9067
C -2.047632 2.993716 2.019790 -0.10 0.10 0.00 -2.3298
H 0.410679 4.311254 2.710337 -0.11 -0.14 -0.15 0.3918
H -0.564287 5.175815 1.523942 -0.08 0.08 -0.09 0.5031
H 0.957532 4.427203 1.039463 -0.05 -0.09 0.05 0.3466
H -1.959225 3.234594 3.082961 0.01 -0.08 -0.11 0.4900
H -2.551473 2.026093 1.929252 0.13 0.03 -0.02 0.3393
H -2.696028 3.744839 1.561974 -0.02 0.09 0.03 0.3908
C -0.871005 2.904255 -0.201072 -0.40 0.95 -0.04 -1.4782
C -1.721021 1.771418 -0.705976 1.96 -2.23 0.84 0.3999
H 0.105778 2.837571 -0.716366 -0.32 -0.14 0.28 0.3132
H -1.319649 3.834257 -0.568128 0.04 0.11 0.11 0.4126
O -1.332501 0.562686 -0.466789 -1.56 2.76 -1.33 -0.0758
N -2.751766 1.988854 -1.493956 -1.16 0.75 -1.35 0.0477
C -3.321137 0.916962 -2.368817 0.50 0.60 0.39 -1.3280
H -3.125029 2.945590 -1.646758 0.84 -1.10 0.33 0.3290
C -4.199866 -0.010335 -1.603607 -0.42 -0.68 0.04 0.8549
C -4.245467 -1.369186 -1.920505 -0.08 0.10 0.12 -0.2822
H -3.605889 -1.726982 -2.727682 -0.14 -0.13 0.25 0.3504
C -5.099800 -2.226030 -1.223419 -0.12 0.13 0.04 -0.6493
H -5.139454 -3.292529 -1.468203 0.07 0.45 0.09 0.3655
C -5.920443 -1.713834 -0.209925 0.19 0.13 -0.11 -0.4136
H -6.594935 -2.375780 0.335104 0.22 0.19 -0.15 0.3793
C -5.878021 -0.349714 0.096407 0.09 -0.11 -0.20 -0.7068
H -6.513367 0.067362 0.874386 0.08 -0.15 -0.12 0.4000
C -5.023837 0.494996 -0.611852 -0.25 -0.16 0.22 -0.1606
H -4.992431 1.563897 -0.411040 -0.11 -0.21 0.18 0.3553
H -2.486512 0.385835 -2.828561 -0.01 -0.02 0.10 0.3536
H -3.878182 1.405590 -3.175157 0.11 0.11 0.20 0.4712
O 3.955450 -0.521373 -2.977287 -0.37 0.16 0.54 -0.7629
C 4.934474 -1.089641 -2.252994 0.41 -0.19 0.20 0.4755
C 6.150464 -1.390326 -2.893114 -0.22 0.01 0.32 -0.6759
C 7.145111 -2.030473 -2.156585 -0.04 0.07 0.08 -0.2001
C 6.964791 -2.366526 -0.799417 -0.23 0.11 -0.04 -0.7975
C 5.763825 -2.055624 -0.175619 0.54 -0.07 -0.36 -0.3914
C 4.759980 -1.414831 -0.880156 0.39 0.00 -1.43 -0.0574
C 3.490079 -1.238156 -0.207525 -1.56 -0.38 2.16 1.2528
O 3.295878 -1.761971 0.925647 0.20 1.33 -2.49 -0.6511
O 2.561724 -0.519553 -0.843534 0.37 -0.36 0.61 -0.8481
H 3.217873 -0.367916 -2.308802 0.38 -0.06 -0.55 0.5050
H 6.257159 -1.108835 -3.953938 0.05 -0.27 0.69 0.3985
H 8.083360 -2.266248 -2.658593 -0.16 0.00 0.19 0.3551
H 7.722309 -2.875891 -0.212037 0.10 0.08 -0.33 0.3928
H 5.518071 -2.295869 0.853987 0.34 -0.10 -0.12 0.4757



8
Properties=species:S:1:pos:R:3:forces:R:3:nbo_charge:R:1 method="wB97M-V/def2-TZVPD" e_above_lowest_ev=4.830 e_homo_ev=-10.1 lumo_energy_ha=-0.03432 homo_lumo_gap_ev=9.2 total_charge=0
C 0.332882 0.043860 1.665773 0.97 -0.81 1.38 0.3269
C -0.247053 1.203820 0.979856 1.05 0.02 -0.37 -0.3029
O 1.417156 -1.235066 -1.175247 -0.52 -0.14 0.48 -0.8464
O -0.433602 -1.459771 -2.677274 -1.12 0.09 -1.43 -0.8354
O -0.585306 -0.194497 0.826769 -1.14 -0.55 -0.33 -0.4526
S 0.039119 -1.612510 -1.358087 1.71 -0.24 0.56 1.6810
H -0.949251 1.759250 1.559536 -0.32 0.71 -0.31 0.2150
H 0.426055 1.494914 0.178675 -0.65 0.92 0.02 0.2143



124
Properties=species:S:1:pos:R:3:forces:R:3:mulliken_charge:R:1 method="wB97M-V/def2-TZVPD" e_homo_ev=-9.3 smiles=C1CCOC1.C1CCOC1.C1CCOC1.C1CCOC1.C1CCOC1.C1CCOC1.COCCOC.CO.CO.CO.CO.CO lumo_energy_ha=0.01680 homo_lumo_gap_ev=9.8 total_charge=0
C 6.409496 -2.785357 2.915745 0.19 -0.82 0.00 -0.6651
C 5.002940 -2.837179 3.520049 -0.56 0.34 0.84 -0.6900
C 4.066938 -2.894509 2.313870 -0.28 -0.07 -1.07 0.9275
O 4.916904 -2.973430 1.157311 0.28 0.30 -0.30 -0.3193
C 6.152472 -2.359318 1.484587 0.03 0.31 -0.20 -0.4522
H 6.817307 -3.802631 2.885953 0.01 0.13 0.00 0.2528
H 7.152628 -2.171486 3.421362 -0.25 0.17 0.19 0.3747
H 4.808981 -1.963795 4.153820 -0.06 0.07 -0.34 0.1984
H 4.781343 -3.678199 4.180223 0.50 -0.15 -0.11 0.3245
H 3.382196 -2.042048 2.222394 0.45 0.18 0.26 -0.5314
H 3.426763 -3.770027 2.196413 0.12 -0.17 0.65 0.0069
H 6.100538 -1.263150 1.352811 -0.16 -0.14 0.26 0.2557
H 6.940048 -2.698844 0.808241 -0.23 -0.19 -0.09 0.3645
C 1.466722 -3.640162 -2.296525 -0.15 0.93 0.27 1.0937
C 2.674539 -4.352327 -2.906810 0.07 0.71 -0.59 -0.7570
C 2.848580 -3.644400 -4.260334 -0.26 -0.11 -0.22 -0.4969
O 1.541803 -3.177003 -4.630708 -0.05 0.07 0.13 -0.5376
C 0.726020 -2.947087 -3.467611 0.80 -1.77 -0.28 0.3055
H 1.701153 -2.796362 -1.638754 0.53 -0.56 0.37 -0.5169
H 0.848066 -4.346258 -1.742253 -0.13 0.18 -0.06 -0.3046
H 2.455660 -5.394218 -3.136234 -0.07 -0.08 0.32 0.3510
H 3.567211 -4.284898 -2.287175 -0.01 -0.10 0.03 0.3157
H 3.163251 -4.360804 -5.026523 -0.07 0.16 0.01 0.3054
H 3.570946 -2.818688 -4.287612 -0.12 0.01 0.38 0.2710
H -0.206427 -3.500546 -3.605444 -0.21 0.60 -0.34 -0.1502
H 0.592268 -1.878576 -3.308766 -0.21 -0.02 0.01 0.0687
C -2.200739 -4.355590 -0.949869 -1.02 0.00 -0.23 0.4571
C -2.560278 -5.248131 -2.163213 1.79 0.02 -0.62 -0.5470
C -3.141746 -4.221890 -3.103207 -0.59 0.63 -0.45 -0.2621
O -4.008985 -3.465754 -2.242959 0.61 0.15 -0.58 -0.4595
C -3.291756 -3.244416 -1.021832 -0.21 -0.71 -0.55 0.0088
H -1.225326 -3.889811 -1.061982 0.14 -0.17 0.01 -0.4975
H -2.236654 -4.948464 -0.038901 0.07 0.22 0.19 0.3546
H -3.180908 -6.105497 -1.928963 -0.38 0.17 0.08 0.3382
H -1.616740 -5.632830 -2.589266 -0.35 -0.14 0.11 0.2854
H -3.721739 -4.460143 -4.000735 -0.22 -0.78 0.51 0.3365
H -2.321794 -3.637240 -3.570847 -0.15 0.27 0.73 0.1195
H -4.065054 -3.346053 -0.264258 0.28 0.33 0.42 0.1038
H -2.846158 -2.248934 -1.078954 -0.02 0.07 0.43 -0.1291
C -5.297463 -0.412341 0.938837 0.05 0.66 -0.67 -0.3389
C -5.594238 0.626307 -0.160606 0.57 -0.16 0.33 -0.6454
C -4.231339 1.257296 -0.366528 0.30 -0.23 -0.82 -0.3465
O -3.559881 1.210075 0.874912 0.08 1.07 -0.81 -0.2811
C -4.044306 0.164060 1.637691 -1.12 -1.67 0.93 0.2823
H -5.104715 -1.351861 0.429578 0.04 -0.28 0.39 -0.1806
H -6.158877 -0.469606 1.593582 0.03 -0.42 0.21 0.4165
H -6.296469 1.358901 0.229978 -0.21 0.08 -0.37 0.2851
H -5.905752 0.140939 -1.082454 -0.48 0.24 0.04 0.3804
H -4.275360 2.279562 -0.742625 0.06 0.14 0.26 0.2399
H -3.636021 0.684681 -1.098604 -0.20 -0.03 0.00 0.0458
H -4.308044 0.517098 2.637549 0.03 0.06 -0.51 -0.5981
H -3.311926 -0.636695 1.785622 0.28 0.15 -0.15 0.3721
C -3.535149 6.594480 0.365759 -0.73 0.50 -1.15 -0.5786
C -3.323426 7.894263 -0.467551 1.06 0.12 0.76 -0.4492
C -1.895664 7.745866 -1.056479 -0.25 -0.35 0.06 -0.5121
O -1.372080 6.488908 -0.610266 -0.07 -0.11 0.48 -0.4206
C -2.432425 5.671555 -0.126203 -0.32 -0.27 -0.54 0.2835
H -4.519101 6.195564 0.098427 0.13 -0.16 0.35 0.2362
H -3.527791 6.833873 1.423290 0.23 -0.22 0.14 0.3752
H -3.310585 8.729264 0.233459 -0.19 0.14 -0.18 0.2125
H -4.061529 8.110368 -1.230209 -0.17 -0.28 -0.07 0.3259
H -1.220390 8.515914 -0.681023 -0.02 0.01 -0.15 0.2645
H -1.892715 7.758765 -2.152191 -0.04 0.07 0.09 0.2638
H -2.080617 4.963288 0.623473 0.31 0.23 0.13 -0.0545
H -2.817127 5.046706 -0.955393 0.03 0.21 0.10 0.0688
C -3.190527 2.589356 3.700203 -0.06 0.05 -1.19 -0.7110
C -3.505736 1.499041 4.701821 -0.06 0.11 0.72 -0.3811
C -2.109369 1.046352 5.072088 0.70 -0.53 0.14 -0.6276
O -1.385051 1.073389 3.827046 0.26 -0.49 1.31 -0.4183
C -1.897332 2.090865 3.013036 -0.22 0.51 -0.42 1.5172
H -3.015639 3.559096 4.159981 -0.03 -0.02 0.26 0.4082
H -3.973900 2.719343 2.951590 -0.06 0.07 0.06 0.1567
H -4.051082 0.664166 4.263070 0.11 0.14 0.16 0.2256
H -4.104118 1.860738 5.541793 0.20 -0.02 0.04 0.4824
H -2.029582 0.020635 5.449180 -0.19 0.12 -0.12 0.3769
H -1.634688 1.680337 5.847060 -0.15 0.10 -0.44 0.2779
H -2.047346 1.645315 2.027794 -0.12 0.41 0.42 -1.1033
H -1.190486 2.921121 2.881093 0.16 -0.03 0.24 0.2038
C 4.344155 2.704216 -0.924858 -0.66 0.07 -0.35 -0.7492
O 3.362786 1.813343 -1.492333 -0.05 0.43 1.02 -0.3963
H 5.338802 2.273973 -1.016781 -0.01 -0.10 -0.13 0.3167
H 4.300730 3.661886 -1.462738 0.22 -0.12 0.13 0.2748
H 4.154726 2.906060 0.134942 -0.02 -0.12 -0.05 0.2706
H 2.541303 1.912982 -0.951183 0.58 -0.26 -0.82 0.4204
C -1.601289 1.976314 -3.970444 1.24 -0.50 -0.77 -0.1575
O -1.631807 2.295180 -5.388685 -0.26 0.04 1.17 -0.5828
H -1.012685 2.678376 -3.356200 -0.41 0.24 -0.40 0.1856
H -2.620070 1.900794 -3.602457 -0.04 0.08 -0.13 0.1597
H -1.072192 1.010898 -3.825891 -0.51 0.21 -0.05 0.1445
H -0.737380 2.477498 -5.692107 0.00 -0.07 0.16 0.3204
C 1.336998 -5.312028 0.946975 -0.56 1.87 0.65 -0.2307
O 1.071303 -5.309882 2.369135 0.81 -0.85 -0.56 -0.5525
H 0.415728 -5.461857 0.374625 0.21 -0.46 -0.01 0.2384
H 1.691734 -4.300017 0.667518 -0.02 -0.39 -0.05 -0.0592
H 2.132905 -6.001300 0.697871 -0.15 -0.40 0.22 0.3164
H 0.283739 -4.813017 2.575213 -0.27 0.27 -0.26 0.2877
C 1.817175 1.356840 3.271767 0.38 -0.73 1.01 -0.2493
O 2.907545 0.396615 3.276563 -0.48 0.35 -0.33 -0.4613
H 2.111895 2.402325 3.140793 0.22 -0.22 -0.42 0.3417
H 1.123241 1.000116 2.514059 -0.02 0.34 0.01 -0.1352
H 1.299055 1.310950 4.240538 0.04 -0.05 -0.26 0.2727
H 3.746756 0.773685 3.546526 -0.15 0.35 0.10 0.2466
C 5.212224 -0.957278 -1.590943 -0.43 0.06 -0.16 0.2161
O 5.475653 -0.352478 -2.877463 -0.24 -0.47 0.61 -0.6269
H 4.536493 -0.347782 -0.977639 0.44 0.23 -0.09 -0.1707
H 4.697789 -1.938990 -1.616814 0.39 0.25 -0.54 -0.0139
H 6.173947 -1.098655 -1.091752 -0.17 0.09 -0.07 0.2676
H 4.752778 0.242067 -3.112668 -0.03 -0.15 0.30 0.3446
C 0.469916 3.552183 -0.477468 1.03 -0.20 0.74 -0.8094
O 0.745070 2.153618 -0.554374 -0.71 -0.04 -0.12 -0.0269
C -0.449538 1.351704 -0.558332 -0.39 1.94 -0.02 0.1847
C -0.215453 -0.032961 -1.000371 0.58 -0.95 -0.41 -0.2875
O 0.363216 -0.876800 -0.028110 -0.34 -0.09 0.05 -0.4505
C 1.702174 -0.547059 0.313081 -0.24 0.08 0.10 0.5525
H -0.335258 3.917596 -1.114896 -0.03 -0.28 -0.18 0.2106
H 1.419168 4.024746 -0.745268 -0.27 0.19 -0.14 0.2799
H 0.270335 3.826271 0.565627 -0.25 0.05 -0.10 0.2176
H -1.118844 1.857362 -1.274854 -0.10 -0.35 0.04 0.4258
H -0.978242 1.396389 0.404172 0.37 -0.12 -0.02 -0.4089
H 0.396042 -0.041677 -1.923016 -0.07 0.10 0.19 0.0618
H -1.190928 -0.457145 -1.255850 0.05 -0.12 0.08 -0.0040
H 1.773564 0.472495 0.706867 0.13 -0.22 -0.26 -0.1560
H 2.355827 -0.675268 -0.551357 0.13 0.10 -0.04 0.4155
H 1.996243 -1.223247 1.107768 0.01 -0.10 -0.04 -0.6017



47
Properties=species:S:1:pos:R:3:forces:R:3:nbo_charge:R:1 method="wB97M-V/def2-TZVPD" e_above_lowest_ev=0.379 e_homo_ev=-8.7 smiles="O=C(CCCc1ccccc1)NCCCN1CCOCC1" lumo_energy_ha=0.02972 homo_lumo_gap_ev=9.5 total_charge=0
O -1.696837 -2.709292 -1.266949 0.00 -0.01 -0.40 -0.6287
C -1.676340 -2.367436 -0.104727 -0.21 0.10 0.59 0.6884
N -0.767605 -2.840155 0.785922 0.20 -0.08 0.26 -0.6206
H -0.749844 -2.440836 1.711787 -0.12 0.07 -0.10 0.3881
C 0.421006 -3.550838 0.375523 0.30 -0.12 -0.05 -0.2243
C 1.660304 -2.653602 0.455648 -0.24 -0.03 -0.29 -0.4153
H 2.544354 -3.260551 0.259314 0.07 -0.04 0.07 0.2066
C 1.572596 -1.485048 -0.529928 0.00 -0.06 0.29 -0.2160
N 2.331935 -0.337212 -0.066455 0.02 0.07 -0.14 -0.4417
C 1.958263 0.882558 -0.763982 0.15 0.24 0.17 -0.2556
C 2.718275 2.059553 -0.154629 -0.40 -0.06 -0.15 -0.0718
O 4.111667 1.873986 -0.235350 0.13 0.08 -0.12 -0.5236
C 4.485550 0.681541 0.412030 0.10 -0.38 0.02 -0.0715
C 3.767986 -0.529965 -0.183019 0.09 0.27 0.21 -0.2549
H 4.056090 -1.425279 0.369291 0.07 -0.02 -0.02 0.2033
H 4.071913 -0.649786 -1.238754 -0.01 -0.04 0.04 0.1677
H 5.566030 0.590566 0.287711 -0.06 -0.04 0.06 0.1923
H 4.243809 0.748880 1.483901 0.05 -0.03 -0.07 0.1637
H 2.499847 2.980666 -0.697097 -0.06 -0.02 0.06 0.1906
H 2.416998 2.172058 0.897975 -0.01 0.02 -0.07 0.1648
H 0.884590 1.046812 -0.646716 0.02 0.00 -0.04 0.2160
H 2.192035 0.819742 -1.841580 -0.03 0.02 0.01 0.1663
H 1.891119 -1.813531 -1.533521 -0.05 0.04 -0.02 0.1715
H 0.531071 -1.164311 -0.606222 0.04 -0.02 -0.07 0.2023
H 1.744710 -2.244637 1.465314 0.06 0.00 0.04 0.2039
H 0.250593 -3.876156 -0.652841 0.02 -0.08 0.13 0.2328
H 0.554056 -4.430494 1.013021 -0.01 0.02 -0.15 0.1960
C -2.650130 -1.371436 0.507723 -0.13 0.05 -0.49 -0.5165
C -3.592483 -0.784593 -0.541363 0.03 0.01 0.17 -0.3851
H -3.047216 -0.704340 -1.483377 -0.08 -0.04 0.00 0.2243
H -4.429790 -1.463566 -0.707337 0.02 -0.01 -0.09 0.2120
C -4.116920 0.597923 -0.134283 0.05 -0.18 -0.10 -0.4379
C -2.988967 1.583581 -0.013006 -0.12 0.06 0.09 0.0752
C -2.331518 2.037177 -1.151141 -0.01 -0.01 0.02 -0.2382
C -1.256943 2.901497 -1.050046 0.04 0.04 -0.07 -0.2103
C -0.821009 3.327609 0.194094 0.07 0.06 0.03 -0.2333
C -1.470662 2.887198 1.333340 0.09 0.05 0.09 -0.1941
C -2.546024 2.021097 1.228675 -0.04 0.01 -0.03 -0.2588
H -3.050953 1.684197 2.124001 -0.06 -0.04 0.06 0.2090
H -1.139490 3.217915 2.307149 0.03 0.03 0.07 0.2120
H 0.019229 4.001129 0.273768 0.08 0.07 0.01 0.2143
H -0.756271 3.244838 -1.943675 0.04 0.03 -0.09 0.2147
H -2.667559 1.709030 -2.124218 -0.04 -0.05 -0.12 0.2114
H -4.822947 0.940994 -0.893676 -0.06 0.01 0.07 0.2180
H -4.649771 0.521756 0.815937 -0.07 0.07 0.00 0.2027
H -2.056289 -0.567920 0.953506 0.01 -0.08 0.08 0.2260
H -3.208438 -1.861306 1.308267 0.04 0.02 0.07 0.2241